C22H57N3O10 | the ωB97M-V functional and the def2-TZVPD basis

For the HOMO energy, the calculation gives -8.1 eV. The frontier orbital gap is 8.47 eV. The molecular weight comes out at 523.71 g/mol. The total charge is 0.

Each line ends with the Mulliken charge.
Geometry (Å):
C  -0.604  2.386  6.041  -0.078
O  0.716  2.906  6.183  -0.405
C  1.110  3.788  5.129  -0.856
C  1.423  3.005  3.846  0.950
N  2.673  2.233  3.958  -0.343
C  3.055  1.574  2.713  -1.388
C  2.063  0.455  2.225  2.851
O  2.098  -0.716  3.076  -0.584
C  1.481  -1.828  2.495  -0.649
H  -0.798  1.900  5.085  -0.086
H  -1.308  3.191  6.252  0.327
H  -0.811  1.634  6.802  0.260
H  1.932  4.406  5.489  0.370
H  0.297  4.491  4.947  0.349
H  1.369  3.648  2.967  0.334
H  0.552  2.370  3.684  -1.062
H  2.455  1.487  4.603  0.386
H  4.064  1.202  2.887  0.450
H  3.229  2.292  1.911  0.358
H  2.207  0.158  1.187  -0.788
H  1.019  0.767  2.204  -1.290
H  1.914  -2.037  1.517  0.105
H  0.422  -1.644  2.316  0.038
H  1.606  -2.752  3.061  0.460
C  -2.602  2.325  -1.212  -0.849
O  -1.716  1.485  -1.884  -0.571
C  -1.303  1.990  -3.188  -1.040
C  -0.315  1.012  -3.840  -0.449
N  0.959  0.783  -3.069  -0.372
C  1.561  -0.521  -3.392  0.340
C  2.876  -0.721  -2.650  -1.498
O  2.785  -0.839  -1.230  -0.121
C  3.948  -0.326  -0.537  0.096
H  -3.505  2.332  -1.822  0.276
H  -2.272  3.363  -1.200  0.324
H  -2.808  1.901  -0.230  0.218
H  -0.805  2.944  -3.013  0.338
H  -2.103  2.100  -3.920  0.462
H  -0.094  1.317  -4.863  0.566
H  -0.957  0.132  -3.872  0.030
H  0.720  0.823  -2.088  0.159
H  1.834  -0.520  -4.448  0.627
H  0.868  -1.353  -3.264  -0.722
H  3.541  0.089  -2.950  0.642
H  3.386  -1.542  -3.153  0.169
H  3.501  -0.036  0.414  -0.077
H  4.488  0.501  -0.998  0.339
H  4.561  -1.175  -0.232  0.317
C  -4.842  -2.950  -4.144  -0.828
O  -3.727  -2.741  -3.332  -0.292
C  -3.625  -1.542  -2.588  -1.369
C  -2.132  -1.279  -2.263  1.561
N  -1.610  -2.165  -1.231  -0.152
C  -0.101  -2.037  -1.154  -0.206
C  0.586  -2.795  -2.267  -0.912
O  0.423  -4.219  -2.076  -0.429
C  1.312  -5.019  -2.836  -0.890
H  -4.749  -2.262  -4.984  0.346
H  -5.788  -2.768  -3.635  0.302
H  -4.783  -3.973  -4.516  0.239
H  -4.176  -1.530  -1.648  0.417
H  -4.125  -0.761  -3.160  0.465
H  -2.009  -0.253  -1.915  -0.433
H  -1.635  -1.248  -3.232  -0.327
H  -1.933  -3.097  -1.449  0.579
H  0.219  -2.375  -0.169  0.795
H  0.201  -0.995  -1.264  -1.157
H  1.624  -2.469  -2.205  0.914
H  0.164  -2.493  -3.226  0.453
H  2.256  -5.129  -2.303  0.292
H  1.686  -4.466  -3.698  0.336
H  0.799  -5.964  -3.013  0.320
C  0.041  -0.266  0.315  0.294
C  0.505  1.225  0.256  -1.980
O  0.617  1.619  -1.078  -0.462
O  1.268  -1.033  0.177  0.478
H  -0.635  -0.368  -0.534  -0.015
H  -0.453  -0.646  1.209  0.153
H  1.478  1.349  0.730  1.155
H  -0.238  1.837  0.766  0.054
H  -0.247  1.768  -1.469  0.727
H  1.675  -0.911  -0.683  0.305
C  -1.199  0.548  3.250  0.526
C  -2.136  0.970  2.099  -0.587
O  -1.686  2.165  1.442  -0.519
O  -1.823  0.666  4.487  -0.637
H  -0.228  1.043  3.225  -0.421
H  -0.976  -0.519  3.220  0.408
H  -3.126  1.116  2.531  0.804
H  -2.194  0.172  1.359  0.070
H  -1.788  2.910  2.038  0.286
H  -1.601  -0.096  5.027  0.419